Entry 1:
This record from OMol25 describes an isolated molecule of C2H3Cl2N2P in a non-equilibrium geometry. The level of theory is ωB97M-V with the def2-TZVPD basis set.

```
! RIJCOSX wB97M-V def2-TZVPD def2/J DEFGRID3
* xyz 0 1
Cl 1.854 -1.562 0.158
C 0.591 -0.418 0.817
N 1.095 0.863 1.015
P 0.740 1.909 -0.159
N -0.326 0.954 -1.060
C -0.586 -0.414 -0.285
Cl -2.002 -0.368 0.711
H 0.105 -0.818 1.742
H -0.778 1.064 -1.998
H -0.695 -1.212 -0.940
*
```

Output
SMILES string	Cl[C@H]1N=PN[C@@H]1Cl
ΔE to the lowest compared entry with this formula, charge and spin	127.31	kJ/mol
E_HOMO	-0.360	hartree

Charges in e, computed with Löwdin, in the same order as the atoms: atom 1 (Cl): 0.54, atom 2 (C): -0.90, atom 3 (N): -0.34, atom 4 (P): 0.88, atom 5 (N): -0.28, atom 6 (C): -0.75, atom 7 (Cl): 0.65, atom 8 (H): 0.07, atom 9 (H): 0.09, atom 10 (H): 0.05



Entry 2:
This record from OMol25 describes a cluster of 2 separate species, C2H3Cl2NO in total in a non-equilibrium geometry. The level of theory is ωB97M-V with the def2-TZVPD basis set.

```
! RIJCOSX wB97M-V def2-TZVPD def2/J DEFGRID3
* xyz 0 1
C 0.640 1.359 -0.325
C -0.142 0.047 -0.606
N -0.257 -0.825 0.260
O -0.846 -1.806 0.653
Cl -1.247 -3.299 2.880
Cl -0.671 -0.258 -2.245
H 0.939 1.033 0.678
H -0.036 2.214 -0.338
H 1.621 1.536 -0.956
*
```

Output
ΔE to the lowest compared entry with this formula, charge and spin	638.18	kJ/mol
E_HOMO (spin up / spin down)	-0.334 / -0.335	hartree

Charges in e, computed with Löwdin, in the same order as the atoms: atom 1 (C): -0.06, atom 2 (C): -0.71, atom 3 (N): -0.03, atom 4 (O): 0.00, atom 5 (Cl): -0.20, atom 6 (Cl): 0.70, atom 7 (H): 0.07, atom 8 (H): 0.08, atom 9 (H): 0.13



Entry 3:
This record from OMol25 describes a structure of composition C2H3Cl2O2Si in a non-equilibrium geometry. The level of theory is ωB97M-V with the def2-TZVPD basis set.

```
! RIJCOSX wB97M-V def2-TZVPD def2/J DEFGRID3
* xyz -1 1
C 1.582 -1.544 0.147
C -2.093 0.253 0.026
O 1.198 -2.213 -0.784
O 1.979 -1.505 1.291
Si 1.192 0.818 -0.344
Cl 1.681 2.085 -1.856
Cl 1.880 1.649 1.422
H -2.389 -0.277 -0.962
H -2.356 -0.422 0.861
H -2.674 1.156 0.199
*
```

Output
ΔE to the lowest compared entry with this formula, charge and spin	360.63	kJ/mol
E_HOMO (spin up / spin down)	-0.092 / -0.146	hartree

Charges in e, computed with Löwdin, in the same order as the atoms: atom 1 (C): -0.71, atom 2 (C): -0.13, atom 3 (O): -0.01, atom 4 (O): -0.03, atom 5 (Si): -0.10, atom 6 (Cl): 0.09, atom 7 (Cl): 0.10, atom 8 (H): -0.04, atom 9 (H): -0.08, atom 10 (H): -0.10



Entry 4:
This record from OMol25 describes an isolated molecule of C2H3Cl2PS in a non-equilibrium geometry. The level of theory is ωB97M-V with the def2-TZVPD basis set.

```
! RIJCOSX wB97M-V def2-TZVPD def2/J DEFGRID3
* xyz 0 1
C -1.594 0.279 -0.074
C -0.493 -0.463 -0.024
P 1.220 0.088 0.037
S 1.524 1.984 0.024
Cl 2.129 -0.857 1.639
Cl 2.032 -0.861 -1.528
H -2.654 -0.010 -0.132
H -1.390 1.300 0.118
H -0.774 -1.461 -0.060
*
```

Output
SMILES string	C=CP(=S)(Cl)Cl
ΔE to the lowest compared entry with this formula, charge and spin	0.00	kJ/mol
E_HOMO	-0.349	hartree

Charges in e, computed with Löwdin, in the same order as the atoms: atom 1 (C): -0.01, atom 2 (C): -0.41, atom 3 (P): -0.43, atom 4 (S): 0.19, atom 5 (Cl): 0.23, atom 6 (Cl): 0.29, atom 7 (H): 0.08, atom 8 (H): 0.02, atom 9 (H): 0.04



Entry 5:
This record from OMol25 describes an isolated molecule of C2H3Cl2PS in a non-equilibrium geometry. The level of theory is ωB97M-V with the def2-TZVPD basis set.

```
! RIJCOSX wB97M-V def2-TZVPD def2/J DEFGRID3
* xyz 0 1
S -2.928 0.293 0.399
C -0.825 0.726 -0.084
C 0.058 -0.133 -0.493
P 2.229 -0.097 -0.560
Cl 2.314 1.327 0.832
Cl 2.357 -1.761 0.595
H -2.673 -0.908 -0.067
H -0.475 1.741 -0.020
H -0.057 -1.187 -0.602
*
```

Output
SMILES string	S/C=C/P(Cl)Cl
ΔE to the lowest compared entry with this formula, charge and spin	253.15	kJ/mol
E_HOMO	-0.345	hartree

Charges in e, computed with Löwdin, in the same order as the atoms: atom 1 (S): 0.55, atom 2 (C): -0.35, atom 3 (C): -0.39, atom 4 (P): 0.14, atom 5 (Cl): 0.15, atom 6 (Cl): 0.14, atom 7 (H): -0.24, atom 8 (H): 0.02, atom 9 (H): -0.01



Entry 6:
This record from OMol25 describes a cluster of 3 separate species, C2H3Cl3N2 in total in a non-equilibrium geometry. The level of theory is ωB97M-V with the def2-TZVPD basis set.

```
! RIJCOSX wB97M-V def2-TZVPD def2/J DEFGRID3
* xyz 0 1
C -0.334 0.221 -0.141
C 3.856 0.946 -0.219
N -0.095 -0.851 0.330
N -0.201 1.374 -0.407
Cl 3.700 1.471 1.391
Cl 3.048 -0.477 -0.464
Cl -4.784 -1.958 0.107
H -0.915 2.108 -0.161
H -0.151 -1.787 -0.053
H -4.124 -1.046 -0.384
*
```

Output
ΔE to the lowest compared entry with this formula, charge and spin	346.33	kJ/mol
E_HOMO	-0.343	hartree

Charges in e, computed with Löwdin, in the same order as the atoms: atom 1 (C): -0.48, atom 2 (C): -1.04, atom 3 (N): 0.14, atom 4 (N): 0.14, atom 5 (Cl): 0.50, atom 6 (Cl): 0.56, atom 7 (Cl): 0.31, atom 8 (H): 0.10, atom 9 (H): 0.08, atom 10 (H): -0.32